(1)
The following is a quantum chemistry calculation of 4 unconnected molecules or ions with the total composition C48H52BIN4O12 in a non-equilibrium geometry, from the OMol25 dataset.

Properties
E_LUMO ... -0.7 eV
Strongest force on any atom ... 3.14 eV/A
Charge ... 0
SMILES string ... CC[C@H](C)c1c(CC(=O)I)c(CCC(C)C)c2c(c1CB(O)O)C(=O)c1c(ccc(CCC(N)=O)c1C)C2=O.O=[N+]([O-])c1ccccc1.O=[N+]([O-])c1ccccc1.O=[N+]([O-])c1ccccc1
E_tot ... -89922.9432 eV

Element x y z (Å)
C: 2.04458 3.90952 -0.93849
C: 1.96365 2.42065 -1.19633
C: 0.95961 1.76600 -0.24064
C: 1.60882 1.23754 1.02616
C: 0.03235 0.83547 -0.99610
C: 0.40128 -0.48737 -1.40235
C: 1.76644 -1.01311 -1.07045
C: 1.88381 -1.77344 0.22045
O: 2.87583 -1.94236 0.78411
I: 0.08169 -2.58871 1.08484
C: -0.48953 -1.34226 -2.10752
C: -0.07911 -2.71777 -2.57146
C: 0.26523 -2.85052 -4.06463
C: 1.59297 -2.22147 -4.52550
C: 1.51954 -1.98638 -6.02525
C: 2.79284 -3.10900 -4.18594
C: -1.80598 -0.87216 -2.33259
C: -2.15102 0.45577 -1.98271
C: -1.21441 1.33248 -1.33441
C: -1.65294 2.72956 -0.99261
B: -2.60518 2.79485 0.26452
O: -3.21925 3.96899 0.57197
O: -2.79711 1.71667 1.11136
C: -3.55085 0.87783 -2.30507
O: -3.84637 1.95894 -2.73396
C: -4.58618 -0.14900 -2.08200
C: -4.22422 -1.46469 -2.40107
C: -5.14937 -2.50678 -2.28826
C: -6.42314 -2.21445 -1.81295
C: -6.80685 -0.90007 -1.47014
C: -8.21745 -0.70385 -1.01026
C: -9.16618 -0.45808 -2.20585
C: -10.16482 0.61619 -1.88240
N: -10.11586 1.83324 -2.62979
O: -10.95744 0.47190 -1.02375
C: -5.88846 0.16723 -1.61909
C: -6.26105 1.58534 -1.31138
C: -2.87185 -1.73111 -2.90199
O: -2.69023 -2.62103 -3.68350
H: 2.06157 4.07313 0.12996
H: 1.14455 4.38485 -1.29764
H: 2.90243 4.38004 -1.39544
H: 1.58992 2.27284 -2.20158
H: 2.94729 1.97283 -1.12753
H: 0.35449 2.55759 0.16596
H: 0.94397 0.57897 1.57050
H: 2.53945 0.72162 0.87003
H: 1.82778 2.06632 1.68524
H: 2.46231 -0.20198 -0.97716
H: 2.13052 -1.68021 -1.82622
H: 0.75798 -3.08944 -2.00287
H: -0.88273 -3.40457 -2.35520
H: 0.33464 -3.91357 -4.25420
H: -0.52953 -2.46987 -4.68344
H: 1.70970 -1.24414 -4.07520
H: 1.50079 -2.92909 -6.55706
H: 2.35405 -1.39134 -6.37565
H: 0.61178 -1.45070 -6.28038
H: 3.55045 -3.06141 -4.95354
H: 3.25678 -2.78136 -3.27084
H: 2.50806 -4.14236 -4.05083
H: -2.13643 3.16367 -1.84159
H: -0.82134 3.38307 -0.76993
H: -3.84472 3.82322 1.29004
H: -2.94360 0.90505 0.61442
H: -4.85139 -3.50009 -2.56768
H: -7.13649 -3.01377 -1.71221
H: -8.53225 -1.60628 -0.51504
H: -8.30451 0.10798 -0.30967
H: -9.70860 -1.36003 -2.45183
H: -8.58820 -0.17444 -3.07243
H: -9.38912 2.43060 -2.24410
H: -9.79673 1.61550 -3.56799
H: -6.12946 2.20414 -2.18215
H: -5.63612 2.00347 -0.53429
H: -7.28188 1.67283 -0.98145
O: 2.27770 0.20935 4.21427
N: 2.66060 -0.25881 5.26825
O: 2.64068 0.32899 6.33171
C: 3.18132 -1.63854 5.25770
C: 3.23599 -2.31566 4.05588
C: 3.73360 -3.60814 4.04303
C: 4.16595 -4.19776 5.22323
C: 4.09731 -3.49782 6.42240
C: 3.60096 -2.20476 6.44695
H: 2.89830 -1.85128 3.14359
H: 3.78397 -4.14954 3.10835
H: 4.55787 -5.20603 5.20966
H: 4.43080 -3.95960 7.34110
H: 3.54105 -1.64864 7.36984
O: 5.09379 -2.70928 -1.75105
N: 5.99630 -3.45842 -1.43476
O: 6.26909 -4.49715 -2.00060
C: 6.81140 -3.07248 -0.26845
C: 6.48481 -1.91501 0.41223
C: 7.24338 -1.56232 1.51676
C: 8.30468 -2.36244 1.91860
C: 8.61502 -3.51954 1.21515
C: 7.86366 -3.88419 0.10976
H: 5.65200 -1.30852 0.09096
H: 7.00045 -0.66393 2.06672
H: 8.89082 -2.08480 2.78439
H: 9.44300 -4.14028 1.52750
H: 8.09064 -4.78027 -0.44737
O: -0.14192 4.40357 1.38939
N: 0.07232 5.47074 1.93361
O: 0.14948 6.53447 1.35831
C: 0.26668 5.44991 3.39255
C: 0.23892 4.23249 4.04728
C: 0.44933 4.21254 5.41603
C: 0.67517 5.39867 6.10200
C: 0.69088 6.61045 5.42271
C: 0.48777 6.64293 4.05316
H: 0.06394 3.31834 3.50033
H: 0.44213 3.26947 5.94377
H: 0.84306 5.37827 7.17021
H: 0.86611 7.53223 5.95914
H: 0.50174 7.57512 3.50960

Mulliken population analysis, charges in e, atoms 1 to 99: C -1.168; C -0.727; C 1.870; C -2.058; C 0.161; C 0.437; C 1.477; C -0.400; O -0.310; I -0.083; C 0.634; C -1.784; C -1.274; C 1.780; C -1.941; C -1.313; C 0.985; C 0.483; C 0.985; C -1.646; B 0.801; O -0.602; O -0.704; C -0.222; O -0.553; C 0.694; C 0.754; C -1.183; C -0.940; C 0.881; C -1.706; C -0.263; C 0.269; N -0.688; O -0.468; C 0.164; C -1.488; C 0.052; O -0.601; H 0.135; H 0.222; H 0.455; H 0.476; H 0.380; H -1.101; H 0.242; H 0.159; H 0.675; H -0.130; H -1.471; H 0.706; H 0.731; H 0.468; H 0.490; H -0.237; H 0.368; H 0.466; H 0.461; H 0.444; H 0.152; H 0.208; H 0.529; H 0.007; H 0.288; H 0.331; H 0.558; H 0.467; H 0.552; H 0.643; H 0.371; H 0.368; H 0.295; H 0.315; H 0.400; H 0.065; H 0.284; O -0.580; N 1.053; O -0.634; C -0.231; C 0.133; C -0.536; C -0.565; C -0.415; C -0.468; H 0.489; H 0.465; H 0.400; H 0.383; H 0.483; O -0.579; N 0.996; O -0.623; C 0.081; C -0.145; C -0.543; C -0.492; C -0.403; C -0.438

---

(2)
The following is a quantum chemistry calculation of a molecular structure, C6H5NO5Ti in a non-equilibrium geometry, from the OMol25 dataset.

Properties
E_LUMO (spin up / spin down) ... -10.3 / -10.3 eV
Strongest force on any atom ... 7.38 eV/A
Charge ... +2
2S+1 ... 3
E_tot ... -41128.7105 eV

Element x y z (Å)
O: -0.03371 -3.27544 -1.71384
C: -0.16984 -2.12294 -1.74716
Ti: -0.22617 -0.01244 -1.59081
O: -2.20477 -0.00019 -4.15068
C: -1.49030 -0.00237 -3.23615
C: 1.72827 0.00487 -2.04217
O: 2.89397 0.01272 -2.12371
C: -0.16998 2.09904 -1.67164
O: -0.02471 3.24584 -1.61610
C: -0.89719 0.59046 2.54151
C: 0.05524 -0.09214 1.63844
N: 1.09165 -0.72429 2.19817
O: -0.10306 -0.09101 0.38179
H: -0.58850 0.39353 3.57781
H: -1.91243 0.20323 2.37007
H: -0.88494 1.67420 2.34882
H: 1.79295 -1.19167 1.63294
H: 1.14353 -0.71140 3.20269

Okay, here come the Mulliken numbers, in e, for every atom: O -0.087; C 0.412; Ti 0.125; O -0.080; C 0.535; C 0.623; O -0.143; C 0.417; O -0.099; C -1.001; C 0.698; N -0.325; O -0.546; H 0.382; H 0.313; H 0.305; H 0.236; H 0.236

---

(3)
The following is a quantum chemistry calculation of 2 unconnected molecules or ions with the total composition C8H11ClNO in a non-equilibrium geometry, from the OMol25 dataset.

Properties
E_LUMO ... -3.6 eV
Energy above the lowest of the compared OMol25 structures with the same formula, charge and spin ... 0.00 kcal/mol
Strongest force on any atom ... 4.59 eV/A
Charge ... +1
E_tot ... -24524.5049 eV

Element x y z (Å)
C: 3.28629 -0.49546 -0.03130
C: 2.45507 -1.43409 -0.59650
C: 2.73039 0.77105 0.34570
C: 1.05883 -1.11071 -0.74513
C: 1.38316 1.07433 0.26394
C: 0.55559 0.04450 -0.19334
C: -2.42100 -0.74964 -0.60758
C: -1.63570 0.42200 -0.16383
N: -1.84316 0.54892 1.37779
O: -1.88614 1.72171 -0.46254
Cl: -4.19826 -0.67502 -0.11879
H: 4.41155 -0.53760 0.05519
H: 2.83499 -2.29446 -1.16294
H: 3.53006 1.53345 0.70459
H: 0.46250 -1.93181 -1.04634
H: 1.02966 2.05395 0.73828
H: -2.34019 -0.95805 -1.75041
H: -1.96011 -1.73326 -0.17408
H: -1.29523 1.41091 1.65261
H: -1.39080 -0.23028 1.91334
H: -2.83078 0.55408 1.38259
H: -1.93671 2.01548 -1.38125

Okay, here come the Mulliken numbers, in e, for every atom: C -0.376; C -0.474; C -0.252; C -0.424; C -0.510; C 0.809; C -0.390; C -0.031; N -0.237; O -0.516; Cl -0.168; H 0.309; H 0.348; H 0.264; H 0.318; H 0.233; H 0.405; H 0.285; H 0.380; H 0.362; H 0.307; H 0.361

---

(4)
The following is a quantum chemistry calculation of 2 unconnected molecules or ions with the total composition C3H4N2O, from the OMol25 dataset.

Properties
E_LUMO ... 0.4 eV
Energy above the lowest of the compared OMol25 structures with the same formula, charge and spin ... 140.36 kcal/mol
Strongest force on any atom ... 0.65 eV/A
Charge ... 0
E_tot ... -8197.7987 eV

Element x y z (Å)
O: 1.59924 0.83420 2.40461
C: 1.45309 0.41711 1.16891
C: 1.30107 -0.00081 0.05050
C: -1.36925 -1.09633 -2.01230
N: -1.62324 -0.37527 -1.09035
N: -1.88907 0.50966 -0.27366
H: 2.09855 1.66356 2.40669
H: 1.15788 -0.36290 -0.94441
H: -1.61532 -2.14418 -2.10727
H: -1.11295 0.55495 0.39728

Okay, here come the Mulliken numbers, in e, for every atom: O -0.510; C 0.381; C -0.592; C -0.201; N 0.484; N -0.822; H 0.348; H 0.369; H 0.250; H 0.293